No. 1
This record from the OMol25 dataset describes 3 unconnected molecules or ions with the total composition C2H10N2O3 in a non-equilibrium geometry. The level of theory is the ωB97M-V functional and the def2-TZVPD basis.

Computed properties:
- frontier orbital gap (eV) = 9.9
- SMILES = CNC(N)=O.O.O
- total charge = 0
- max |F| (eV/Å) = 2.3

Bonds (Å) are listed after each position.
CARTESIAN COORDINATES (ANGSTROEM)
1 C 1.1073 1.0305 1.6609  N2 1.462, H6 1.079, H7 1.082, H8 1.077
2 N 0.6430 0.8585 0.2852  C1 1.462, C3 1.367, H9 1.042
3 C 0.9424 -0.3302 -0.3203  N2 1.367, N4 1.382, O5 1.232
4 N 0.3197 -0.5726 -1.5297  C3 1.382, H10 1.006, H11 0.996
5 O 1.5904 -1.2136 0.2437  C3 1.232
6 H 2.1262 1.3664 1.7753  C1 1.079
7 H 0.8961 0.1384 2.2360  C1 1.082
8 H 0.4247 1.7594 2.0642  C1 1.077
9 H 0.6956 1.7047 -0.3209  N2 1.042
10 H -0.1355 0.1861 -2.0080  N4 1.006
11 H 0.4650 -1.3927 -2.0749  N4 0.996
12 O -1.6200 -1.1864 1.1025  H13 0.967, H14 0.963
13 H -1.3918 -0.4957 0.4650  O12 0.967
14 H -1.3653 -2.0385 0.7338  O12 0.963
15 O -1.9695 1.2277 -1.3727  H16 0.964, H17 0.975
16 H -2.6030 1.9108 -1.1255  O15 0.964
17 H -2.4617 0.3993 -1.2236  O15 0.975

Atom charges from the Mulliken analysis, given in e for atoms 1 to 2: atom 1 (C): -0.8926, atom 2 (N): -0.1296


No. 2
This record from the OMol25 dataset describes 3 unconnected molecules or ions with the total composition C34H27IO8S in a non-equilibrium geometry. The level of theory is the ωB97M-V functional and the def2-TZVPD basis.

Computed properties:
- frontier orbital gap (eV) = 8.5
- SMILES = CC[C@H](C)[C@]1(I)COS(=O)(=O)O1.O=C1c2ccccc2C(=O)c2ccccc21.O=C1c2ccccc2C(=O)c2ccccc21
- total charge = 0
- max |F| (eV/Å) = 6.7

Bonds (Å) are listed after each position.
CARTESIAN COORDINATES (ANGSTROEM)
1 C -7.6025 3.6871 3.0429  C2 1.639, H13 1.172, H14 1.173, H15 1.194
2 C -6.5093 2.9399 4.0094  C1 1.639, C3 1.668, H16 1.177, H17 1.193
3 C -6.2621 1.3359 3.6228  C2 1.668, C4 1.656, C5 1.640, H18 1.192
4 C -5.3103 0.7391 4.8389  C3 1.656, H19 1.192, H20 1.170, H21 1.170
5 C -5.6525 1.1103 2.1175  C3 1.640, I6 2.231, C7 1.671, O12 1.499
6 I -4.3571 2.7451 1.3261  C5 2.231
7 C -6.7193 0.9501 0.8412  C5 1.671, O8 1.500, H22 1.175, H23 1.173
8 O -5.8801 0.3132 -0.2260  C7 1.500, S9 1.718
9 S -4.6729 -0.6909 0.4713  O8 1.718, O10 1.557, O11 1.549, O12 1.705
10 O -4.8791 -2.1706 0.0320  S9 1.557
11 O -3.1817 -0.3598 0.2165  S9 1.549
12 O -4.9871 -0.2326 2.0830  C5 1.499, S9 1.705
13 H -8.4689 2.9465 2.7718  C1 1.172
14 H -7.1259 4.2406 2.1248  C1 1.173
15 H -8.1045 4.5413 3.7087  C1 1.194
16 H -5.4720 3.4881 4.0986  C2 1.177
17 H -6.9547 2.9153 5.1161  C2 1.193
18 H -7.3024 0.7606 3.7084  C3 1.192
19 H -5.9966 0.7646 5.8138  C4 1.192
20 H -4.9825 -0.3738 4.6889  C4 1.170
21 H -4.4362 1.4913 5.0396  C4 1.170
22 H -7.6633 0.3245 1.1538  C7 1.175
23 H -6.8834 2.0152 0.3767  C7 1.173
24 O 0.5320 -5.3680 2.7443  C25 1.225
25 C 0.7595 -4.6739 1.7610  O24 1.225, C26 1.477, C39 1.477
26 C 2.1498 -4.3758 1.3610  C25 1.477, C27 1.401, C31 1.394
27 C 3.2137 -4.9089 2.1004  C26 1.401, C28 1.396, H40 1.089
28 C 4.5297 -4.6647 1.7052  C27 1.396, C29 1.395, H41 1.088
29 C 4.7872 -3.8913 0.5736  C28 1.395, C30 1.396, H42 1.088
30 C 3.7290 -3.3447 -0.1542  C29 1.396, C31 1.400, H43 1.089
31 C 2.4078 -3.5823 0.2439  C26 1.394, C30 1.400, C32 1.476
32 C 1.2954 -2.9853 -0.5217  C31 1.476, O33 1.226, C34 1.476
33 O 1.5233 -2.2435 -1.4703  C32 1.226
34 C -0.0940 -3.2992 -0.1339  C32 1.476, C35 1.401, C39 1.394
35 C -1.1570 -2.7670 -0.8757  C34 1.401, C36 1.396, H44 1.089
36 C -2.4731 -3.0853 -0.5373  C35 1.396, C37 1.395, H45 1.088
37 C -2.7312 -3.9337 0.5390  C36 1.395, C38 1.397, H46 1.088
38 C -1.6737 -4.4535 1.2885  C37 1.397, C39 1.401, H47 1.089
39 C -0.3519 -4.1312 0.9545  C25 1.477, C34 1.394, C38 1.401
40 H 3.0202 -5.5181 2.9816  C27 1.089
41 H 5.3546 -5.0831 2.2778  C28 1.088
42 H 5.8126 -3.7115 0.2583  C29 1.088
43 H 3.9378 -2.7376 -1.0336  C30 1.089
44 H -0.9629 -2.1079 -1.7203  C35 1.089
45 H -3.2969 -2.6744 -1.1169  C36 1.088
46 H -3.7567 -4.1895 0.7968  C37 1.088
47 H -1.8841 -5.1127 2.1293  C38 1.089
48 O 5.8304 2.5907 -5.5842  C49 1.225
49 C 5.3426 2.5409 -4.4617  O48 1.225, C50 1.477, C63 1.477
50 C 4.4582 1.4214 -4.0791  C49 1.477, C51 1.401, C55 1.394
51 C 4.1939 0.4001 -5.0011  C50 1.401, C52 1.396, H64 1.089
52 C 3.3917 -0.6812 -4.6338  C51 1.396, C53 1.395, H65 1.088
53 C 2.8536 -0.7471 -3.3488  C52 1.395, C54 1.396, H66 1.088
54 C 3.1013 0.2781 -2.4346  C53 1.396, C55 1.400, H67 1.089
55 C 3.9001 1.3676 -2.8025  C50 1.394, C54 1.400, C56 1.476
56 C 4.1421 2.4561 -1.8348  C55 1.476, O57 1.226, C58 1.476
57 O 3.6072 2.4358 -0.7321  C56 1.226
58 C 5.0416 3.5649 -2.2100  C56 1.476, C59 1.401, C63 1.394
59 C 5.3067 4.5844 -1.2861  C58 1.401, C60 1.396, H68 1.089
60 C 6.1823 5.6188 -1.6197  C59 1.396, C61 1.395, H69 1.088
61 C 6.7945 5.6382 -2.8726  C60 1.395, C62 1.397, H70 1.088
62 C 6.5204 4.6308 -3.8001  C61 1.397, C63 1.401, H71 1.089
63 C 5.6376 3.5942 -3.4699  C49 1.477, C58 1.394, C62 1.401
64 H 4.6150 0.4421 -6.0040  C51 1.089
65 H 3.1911 -1.4756 -5.3493  C52 1.088
66 H 2.2388 -1.5962 -3.0585  C53 1.088
67 H 2.6737 0.2224 -1.4349  C54 1.089
68 H 4.8363 4.5733 -0.3043  C59 1.089
69 H 6.3900 6.4074 -0.8997  C60 1.088
70 H 7.4843 6.4393 -3.1292  C61 1.088
71 H 7.0001 4.6551 -4.7773  C62 1.089

Atom charges from the Mulliken analysis, given in e for atoms 1 to 2: atom 1 (C): -0.8277, atom 2 (C): -0.5785


No. 3
This record from the OMol25 dataset describes 2 unconnected molecules or ions with the total composition C2H10NO in a non-equilibrium geometry. The level of theory is the ωB97M-V functional and the def2-TZVPD basis.

Computed properties:
- frontier orbital gap (spin up / spin down) (eV) = 13.1 / 7.4
- total charge = +2
- max |F| (eV/Å) = 2.2
- multiplicity = 2

Bonds (Å) are listed after each position.
CARTESIAN COORDINATES (ANGSTROEM)
1 N 0.0039 -1.9237 2.4538  H2 1.028, H3 1.024, H4 1.042, H5 1.023
2 H 1.0262 -1.9925 2.5405  N1 1.028
3 H -0.5137 -2.0439 1.5779  N1 1.024
4 H -0.1280 -0.8961 2.5683  N1 1.042
5 H -0.4456 -2.4668 3.1951  N1 1.023
6 C 0.3590 1.1770 -0.9488  O7 1.415, C8 1.486, H9 1.142, H10 1.119
7 O 0.4934 0.0175 -0.1490  C6 1.415, H11 0.985
8 C -0.7367 1.2432 -1.9505  C6 1.486, H12 1.153, H13 1.102, H14 1.104
9 H 1.3755 1.1219 -1.4656  C6 1.142
10 H 0.3125 2.0745 -0.2824  C6 1.119
11 H -0.3974 -0.3864 -0.2619  O7 0.985
12 H -1.7385 1.2244 -1.3803  C8 1.153
13 H -0.8110 0.4624 -2.7246  C8 1.102
14 H -0.5453 2.1788 -2.5053  C8 1.104

Atom charges from the Mulliken analysis, given in e for atoms 1 to 2: atom 1 (N): -0.5073, atom 2 (H): 0.3880


No. 4
This record from the OMol25 dataset describes a single C16H16BN3O4 molecule in a non-equilibrium geometry. The level of theory is the ωB97M-V functional and the def2-TZVPD basis.

Computed properties:
- frontier orbital gap (eV) = 8.6
- SMILES = O=C(Cc1cnccn1)N[C@@H](Cc1coc2ccccc12)B(O)O
- total charge = 0
- max |F| (eV/Å) = 4.6

Bonds (Å) are listed after each position.
CARTESIAN COORDINATES (ANGSTROEM)
1 O -0.7030 0.5660 -1.4590  C2 1.232
2 C -1.8551 0.2553 -1.1507  O1 1.232, C3 1.517, N10 1.384
3 C -2.9733 1.0091 -1.8460  C2 1.517, C4 1.543, H25 1.079, H26 1.072
4 C -2.8575 2.5352 -1.6515  C3 1.543, C5 1.390, N9 1.334
5 C -1.9841 3.0981 -0.7287  C4 1.390, N6 1.369, H27 1.039
6 N -1.9367 4.4483 -0.5046  C5 1.369, C7 1.323
7 C -2.6887 5.1691 -1.3202  N6 1.323, C8 1.363, H28 1.100
8 C -3.4492 4.5401 -2.2604  C7 1.363, N9 1.315, H29 1.098
9 N -3.5895 3.2553 -2.5029  C4 1.334, C8 1.315
10 N -2.1733 -0.6651 -0.1669  C2 1.384, C11 1.468, H30 1.028
11 C -1.1869 -1.3206 0.7013  N10 1.468, C12 1.587, B22 1.574, H31 1.094
12 C -0.1356 -2.3009 0.0296  C11 1.587, C13 1.485, H32 1.090, H33 1.127
13 C 1.0629 -2.6227 0.8447  C12 1.485, C14 1.320, C21 1.448
14 C 1.1655 -3.2586 1.9974  C13 1.320, O15 1.372, H34 1.119
15 O 2.3832 -3.1662 2.6221  C14 1.372, C16 1.349
16 C 3.2041 -2.6154 1.7038  O15 1.349, C17 1.402, C21 1.454
17 C 4.5735 -2.3196 1.6590  C16 1.402, C18 1.364, H35 1.083
18 C 5.0802 -1.6500 0.5836  C17 1.364, C19 1.407, H36 1.086
19 C 4.2553 -1.1644 -0.4478  C18 1.407, C20 1.374, H37 1.057
20 C 2.8920 -1.3371 -0.4261  C19 1.374, C21 1.384, H38 1.083
21 C 2.3877 -2.0801 0.6267  C13 1.448, C16 1.454, C20 1.384
22 B -0.4233 -0.3101 1.6355  C11 1.574, O23 1.400, O24 1.419
23 O 0.3502 0.7320 1.1095  B22 1.400, H39 0.962
24 O -0.1615 -0.5255 3.0132  B22 1.419, H40 1.016
25 H -3.9436 0.6449 -1.5448  C3 1.079
26 H -2.8929 0.8277 -2.8996  C3 1.072
27 H -1.3717 2.5017 -0.1379  C5 1.039
28 H -2.6565 6.2623 -1.2059  C7 1.100
29 H -3.9642 5.2168 -2.9544  C8 1.098
30 H -3.1265 -0.5668 0.2060  N10 1.028
31 H -1.7649 -2.0041 1.3299  C11 1.094
32 H 0.1703 -1.7006 -0.8269  C12 1.090
33 H -0.6793 -3.1990 -0.3790  C12 1.127
34 H 0.2244 -3.7487 2.3536  C14 1.119
35 H 5.1308 -2.7967 2.4552  C17 1.083
36 H 6.1561 -1.5214 0.5101  C18 1.086
37 H 4.6887 -0.5042 -1.1503  C19 1.057
38 H 2.3056 -0.9787 -1.2630  C20 1.083
39 H 0.2105 0.9392 0.1801  O23 0.962
40 H 0.2767 0.3554 3.2655  O24 1.016

Atom charges from the Mulliken analysis, given in e for atoms 1 to 2: atom 1 (O): -0.6452, atom 2 (C): 0.3054